Entry 1:
DFT (the ωB97M-V functional and the def2-TZVPD basis) results for one molecule with the formula C5H8N2S.

- maximum force (eV/A) = 3.75
- electronic energy (hartree) = -702.9316
- energy relative to the best compared isomer or geometry (same formula, charge and spin) (kJ/mol) = 258.3
- structure (SMILES) = [H]/N=C1/N[C@@H]2C[C@H]2CS1
- HOMO (eV) = -8.7381

Last column: natural (NBO) charge in e.
Element x y z (Å)
H (-2.208, -2.255, -1.733)  0.359
N (-1.568, -1.526, -2.084)  -0.723
C (-0.906, -0.929, -1.224)  0.331
N (-0.099, 0.145, -1.440)  -0.620
C (0.122, 0.904, -0.243)  -0.072
C (1.374, 1.483, 0.352)  -0.389
C (0.904, 0.167, 0.720)  -0.269
C (-0.082, -0.483, 1.667)  -0.454
S (-1.131, -1.566, 0.452)  0.109
H (-0.384, 0.676, -2.323)  0.401
H (-0.772, 1.272, 0.116)  0.190
H (1.092, 2.294, 1.019)  0.220
H (2.351, 1.471, -0.078)  0.240
H (1.635, -0.587, 0.281)  0.229
H (0.448, -1.243, 2.304)  0.225
H (-0.776, 0.178, 2.215)  0.223

---

Entry 2:
DFT (the ωB97M-V functional and the def2-TZVPD basis) results for one molecule with the formula C5H8OS2.

- maximum force (eV/A) = 6.05
- electronic energy (hartree) = -1066.8630
- energy relative to the best compared isomer or geometry (same formula, charge and spin) (kJ/mol) = 179.6
- HOMO (eV) = -9.7052

Last column: natural (NBO) charge in e.
Element x y z (Å)
C (1.330, -0.572, -0.408)  -0.395
C (1.030, -0.214, 1.095)  -0.383
C (0.005, -0.232, -1.129)  -0.450
C (-0.048, 0.903, 1.075)  -0.447
C (-0.877, 0.508, -0.119)  -0.272
O (-2.783, -1.133, -1.394)  -0.890
S (-2.010, 1.783, -0.779)  0.029
S (-2.620, -0.130, -0.185)  1.063
H (2.124, -0.004, -0.752)  0.198
H (1.665, -1.629, -0.460)  0.214
H (0.604, -1.156, 1.581)  0.192
H (1.904, -0.022, 1.652)  0.213
H (0.197, 0.361, -1.881)  0.217
H (-0.541, -1.180, -1.313)  0.257
H (-0.439, 0.936, 2.155)  0.238
H (0.460, 1.780, 0.863)  0.216

---

Entry 3:
DFT (the ωB97M-V functional and the def2-TZVPD basis) results for one molecule with the formula C7H11NO3.

- maximum force (eV/A) = 6.33
- electronic energy (hartree) = -553.6276
- energy relative to the best compared isomer or geometry (same formula, charge and spin) (kJ/mol) = 546.8
- HOMO (alpha / beta) (eV) = -7.2300 / -7.2273

Last column: natural (NBO) charge in e.
Element x y z (Å)
C (-0.521, -1.290, 1.754)  -0.053
C (-0.741, -1.369, 0.432)  0.164
C (0.201, -0.144, 2.191)  0.513
C (0.683, 0.862, 1.162)  -0.590
C (1.148, 0.320, -0.105)  0.194
C (-0.481, 1.744, -1.230)  -0.416
C (0.749, 0.052, -2.503)  -0.424
N (0.651, 0.857, -1.273)  -0.347
O (-1.277, -2.204, -0.319)  -0.677
O (0.420, -0.001, 3.400)  -0.633
O (-1.150, -2.022, 2.801)  -0.717
H (-0.221, 1.506, 0.928)  0.252
H (1.322, 1.523, 1.735)  0.259
H (1.718, -0.580, -0.189)  0.232
H (-0.219, 2.679, -0.744)  0.221
H (-0.601, 2.065, -2.327)  0.207
H (-1.252, 1.197, -0.925)  0.210
H (0.141, 0.487, -3.223)  0.206
H (1.723, -0.155, -2.974)  0.221
H (0.237, -0.905, -2.163)  0.221
H (-1.560, -3.121, -0.012)  0.466
H (-0.968, -1.501, 3.583)  0.493

---

Entry 4:
DFT (the ωB97M-V functional and the def2-TZVPD basis) results for a 2-piece molecular cluster, C9H18N2OSi overall.

- maximum force (eV/A) = 5.60
- electronic energy (hartree) = -827.6707
- energy relative to the best compared isomer or geometry (same formula, charge and spin) (kJ/mol) = 665.6
- HOMO (alpha / beta) (eV) = -6.2511 / -8.2213

Last column: natural (NBO) charge in e.
Element x y z (Å)
C (2.534, -0.733, -1.064)  0.381
C (1.630, -0.525, -0.262)  -0.701
C (-3.012, -0.072, -2.833)  -0.534
C (-1.732, -0.185, -3.101)  -0.125
C (-0.434, -2.526, 1.606)  -0.394
C (-2.222, -1.066, 1.637)  -0.404
C (-0.111, 2.621, -0.287)  -0.413
C (-0.431, 1.848, 1.958)  -0.410
C (4.740, -0.204, -1.113)  -0.235
N (-0.816, -1.174, 1.328)  -0.850
N (-0.182, 1.439, 0.606)  -0.893
O (3.716, -1.018, -1.582)  -0.478
Si (-0.095, -0.174, 0.091)  1.636
H (-3.804, -0.508, -3.547)  0.195
H (-3.472, 0.357, -1.939)  0.208
H (-1.208, -0.635, -3.832)  0.152
H (0.540, -2.718, 1.009)  0.203
H (-0.152, -2.591, 2.560)  0.188
H (-1.220, -3.193, 1.256)  0.176
H (-2.615, -1.911, 1.165)  0.177
H (-2.516, -1.274, 2.650)  0.188
H (-2.516, -0.048, 1.298)  0.208
H (-0.558, 2.307, -1.195)  0.210
H (-0.428, 3.567, 0.060)  0.199
H (0.942, 2.680, -0.432)  0.190
H (-0.337, 0.890, 2.540)  0.214
H (0.044, 2.723, 2.350)  0.193
H (-1.470, 2.191, 2.102)  0.162
H (5.645, -0.419, -1.530)  0.190
H (4.911, -0.387, -0.061)  0.184
H (4.628, 0.740, -1.437)  0.182

---

Entry 5:
DFT (the ωB97M-V functional and the def2-TZVPD basis) results for one molecule with the formula C7H9IO.

- maximum force (eV/A) = 4.78
- electronic energy (hartree) = -644.9282
- energy relative to the best compared isomer or geometry (same formula, charge and spin) (kJ/mol) = 343.4
- structure (SMILES) = CC1(C)[C@@H](I)[C@@H]1C=C=O
- HOMO (eV) = -8.7238

Last column: natural (NBO) charge in e.
Element x y z (Å)
C (-0.601, -1.681, 0.925)  -0.636
C (-0.415, -0.307, 0.434)  -0.127
C (-1.680, 0.185, -0.250)  -0.594
C (0.285, 0.653, 1.256)  -0.309
I (1.547, 0.173, 2.925)  0.098
C (0.944, 0.243, -0.087)  -0.214
C (1.200, 1.028, -1.433)  -0.556
C (1.828, 1.003, -2.575)  0.698
O (2.231, 1.180, -3.676)  -0.457
H (0.357, -1.989, 1.456)  0.217
H (-0.598, -2.613, 0.372)  0.236
H (-1.360, -1.874, 1.680)  0.225
H (-1.316, 1.007, -0.869)  0.216
H (-2.536, 0.421, 0.543)  0.218
H (-2.133, -0.684, -0.834)  0.227
H (-0.075, 1.691, 1.494)  0.253
H (1.744, -0.445, -0.079)  0.229
H (0.581, 2.007, -1.282)  0.275

---

Entry 6:
DFT (the ωB97M-V functional and the def2-TZVPD basis) results for one molecule with the formula C4H2O.

- maximum force (eV/A) = 3.63
- electronic energy (hartree) = -228.5550
- energy relative to the best compared isomer or geometry (same formula, charge and spin) (kJ/mol) = 536.5
- HOMO (eV) = -9.2405

Last column: natural (NBO) charge in e.
Element x y z (Å)
C (2.468, 0.697, -0.035)  -0.067
C (1.031, 0.655, -0.062)  0.273
C (1.735, -0.508, -0.045)  -0.234
C (-1.295, 0.720, -0.267)  0.150
O (-0.157, 1.169, 0.159)  -0.453
H (1.380, -1.527, 0.195)  0.251
H (-2.023, 0.994, 0.457)  0.081

---

Repeat the sixth record exactly.
DFT (the ωB97M-V functional and the def2-TZVPD basis) results for one molecule with the formula C4H2O.

- maximum force (eV/A) = 3.63
- electronic energy (hartree) = -228.5550
- energy relative to the best compared isomer or geometry (same formula, charge and spin) (kJ/mol) = 536.5
- HOMO (eV) = -9.2405

Last column: natural (NBO) charge in e.
Element x y z (Å)
C (2.468, 0.697, -0.035)  -0.067
C (1.031, 0.655, -0.062)  0.273
C (1.735, -0.508, -0.045)  -0.234
C (-1.295, 0.720, -0.267)  0.150
O (-0.157, 1.169, 0.159)  -0.453
H (1.380, -1.527, 0.195)  0.251
H (-2.023, 0.994, 0.457)  0.081

---

- maximum force of number 2 (C5H8OS2)?
  6.05 eV/A